C23H40BrN5O10PS2 | ωB97M-V/def2-TZVPD

Structure (XYZ):
```
82
Properties=species:S:1:pos:R:3:lowdin_charge:R:1
N -1.35 2.31 2.38 0.2292
C -1.35 1.72 1.40 -0.3008
O -1.56 0.84 0.41 0.0306
C -0.87 -0.43 0.47 -0.3414
C 0.21 -0.61 1.59 -0.0839
C 1.68 -0.08 1.19 -0.2002
C 1.83 1.43 0.89 -0.5190
S 1.90 2.55 2.36 0.8572
C 1.83 4.17 1.54 -0.9500
S 2.51 4.26 0.03 0.7239
N 1.19 5.33 2.10 -0.1727
C 1.22 5.90 3.39 -0.0341
C 0.39 7.08 3.20 -0.1244
N -0.15 7.20 1.89 0.0562
C 0.37 6.09 1.26 -0.1737
O -0.09 -0.37 -0.75 -0.0440
C -0.08 -1.54 -1.56 -0.2678
C 0.49 -1.07 -2.99 -0.0890
C 2.08 -1.24 -3.02 -0.0678
C 2.87 -0.05 -2.39 -0.4699
O 3.70 -0.30 -1.55 0.0857
O 2.74 1.28 -2.74 0.0843
C -1.45 -2.25 -1.85 -0.0336
N -2.51 -1.55 -1.01 -0.0433
C -3.91 -1.96 -1.34 -0.0806
C -4.24 -3.48 -1.59 -0.2077
O -5.31 -3.52 -2.58 -0.0617
C -2.06 -1.54 0.41 -0.2403
C -3.16 -0.93 1.43 -0.0955
C -4.17 -1.94 2.07 -0.7584
O -4.96 -2.64 1.52 0.0344
Br -4.22 -2.04 4.07 0.7613
P -1.59 -3.22 1.15 0.6725
N -0.23 -3.81 0.59 -0.1358
O -2.69 -4.44 0.94 -0.1338
O -1.34 -3.09 2.81 -0.1471
H -0.09 -0.24 2.62 0.1401
H 0.50 -1.68 1.81 0.0924
H 2.30 -0.31 2.11 0.1246
H 2.13 -0.72 0.38 0.1125
H 1.06 1.76 0.13 0.0760
H 2.82 1.58 0.36 0.0591
H 1.76 5.50 4.27 0.1199
H 0.22 7.79 4.04 0.0999
H 0.14 5.92 0.18 0.1124
H 0.73 -2.23 -1.18 0.1443
H 0.28 0.04 -3.09 0.1295
H 0.09 -1.67 -3.84 0.1204
H 2.41 -2.19 -2.53 0.1318
H 2.37 -1.27 -4.12 0.1385
H 1.89 1.47 -3.19 0.0915
H -1.41 -3.36 -1.70 0.1249
H -1.80 -2.09 -2.92 0.1539
H -2.47 -0.59 -1.39 0.2001
H -4.72 -1.53 -0.69 0.1419
H -4.13 -1.49 -2.36 0.1631
H -3.42 -4.12 -2.00 0.1231
H -4.68 -4.02 -0.69 0.1239
H -5.89 -2.79 -2.31 0.0969
H -2.57 -0.50 2.29 0.1096
H -3.80 -0.14 0.93 0.1586
H 0.45 -3.88 1.37 -0.0087
H -2.48 -4.86 0.09 0.0804
H -1.42 -2.16 3.10 0.0402
C 4.16 -4.30 3.66 -0.0841
C 3.16 -4.64 2.57 -0.2953
O 2.20 -3.58 2.44 -0.1184
H 3.66 -4.16 4.61 0.0796
H 4.90 -5.10 3.76 0.0809
H 4.69 -3.37 3.43 0.0756
H 2.62 -5.55 2.81 0.1185
H 3.66 -4.77 1.61 0.1144
H 2.68 -2.78 2.22 0.0717
C 1.18 6.18 -4.17 -0.0820
C 0.73 4.89 -3.50 -0.3196
O 1.54 3.80 -3.94 -0.1014
H 1.11 6.09 -5.26 0.0796
H 0.57 7.02 -3.85 0.0794
H 2.23 6.39 -3.93 0.0781
H -0.30 4.67 -3.76 0.1116
H 0.81 4.97 -2.41 0.0682
H 2.45 3.99 -3.70 0.0841
```

Output
Maximum force (eV/A): 6.3
HOMO level (eV): -10.5
Total charge: +1
Frontier orbital gap (eV): 7.13

=====

C31H32BF2N2NiP2 | ωB97M-V/def2-TZVPD

Structure (XYZ):
```
71
Properties=species:S:1:pos:R:3:lowdin_charge:R:1
Ni 12.08 11.22 9.18 0.3071
C 11.62 8.44 11.63 -0.2978
C 11.28 9.80 12.23 -0.3093
P 12.12 11.26 11.48 1.0082
C 11.35 12.73 12.16 -0.3679
C 9.93 12.82 12.09 -0.0748
C 9.30 14.01 12.36 -0.0642
C 10.03 15.13 12.65 -0.0590
C 11.40 15.00 12.78 -0.0663
C 12.10 13.83 12.52 -0.0788
C 13.73 11.22 12.35 -0.3352
C 13.79 11.27 13.78 -0.1132
C 14.93 11.23 14.48 -0.0881
C 16.16 11.05 13.81 -0.0554
C 16.13 11.06 12.42 -0.0751
C 14.93 11.07 11.66 -0.0740
C 10.80 8.02 10.42 -0.3009
P 11.20 8.99 8.92 1.0247
C 12.48 8.19 7.96 -0.3720
C 13.68 7.67 8.59 -0.0798
C 14.70 7.31 7.79 -0.1117
C 14.64 7.32 6.38 -0.0421
C 13.45 7.80 5.82 -0.0668
C 12.46 8.33 6.62 -0.1256
C 9.67 8.82 7.95 -0.3701
C 8.93 10.01 7.80 -0.0877
C 7.62 9.95 7.31 -0.0433
C 7.06 8.70 6.98 -0.0798
C 7.78 7.55 7.08 -0.0809
C 9.09 7.55 7.61 -0.0508
H 11.44 7.69 12.37 0.1144
H 12.66 8.49 11.45 0.0699
H 11.63 9.81 13.28 0.0897
H 10.17 10.02 12.26 0.1045
H 9.45 11.93 11.87 0.0684
H 8.22 14.07 12.30 0.1143
H 9.54 16.04 12.97 0.1141
H 11.91 15.88 13.11 0.1050
H 13.16 13.78 12.60 0.1054
H 12.84 11.55 14.34 0.1361
H 14.90 11.27 15.55 0.1092
H 17.04 10.88 14.42 0.1135
H 17.10 11.02 11.91 0.1098
H 15.03 11.06 10.57 0.0710
H 9.76 8.13 10.65 0.0937
H 10.96 6.96 10.22 0.0957
H 13.56 7.60 9.65 0.0880
H 15.61 6.95 8.27 0.1140
H 15.36 6.91 5.65 0.1223
H 13.35 7.81 4.78 0.0945
H 11.56 8.76 6.15 0.1243
H 9.41 10.92 8.17 0.0653
H 7.06 10.82 7.12 0.0935
H 6.03 8.77 6.70 0.1039
H 7.29 6.61 6.79 0.1183
H 9.65 6.63 7.69 0.1090
C 16.66 14.11 8.47 -0.0076
N 15.82 12.90 8.40 -0.1173
C 16.13 11.70 7.81 -0.0263
C 15.01 10.92 7.98 -0.0713
N 14.01 11.64 8.65 -0.0380
C 14.55 12.86 8.81 -0.1541
H 17.30 14.11 9.44 0.1220
H 16.07 15.06 8.50 0.1022
H 17.39 14.20 7.65 0.0951
H 17.05 11.60 7.37 0.1061
H 14.80 9.93 7.60 0.0807
H 14.03 13.75 9.33 0.1678
F 12.17 14.18 8.92 0.0963
B 11.32 13.11 8.91 -0.6194
F 10.05 13.42 8.66 0.1466
```

Output
Maximum force (eV/A): 4.1
HOMO level (alpha / beta) (eV): -10.5 / -11.2
Expectation value of S²: 2.0104
Total charge: +1
Multiplicity: 3
Frontier orbital gap (alpha / beta) (eV): 8.70 / 7.91

=====

C3H8N2 | ωB97M-V/def2-TZVPD

Structure (XYZ):
```
13
Properties=species:S:1:pos:R:3:lowdin_charge:R:1
H -2.16 -0.50 0.07 0.0486
N -1.91 0.52 0.10 0.0919
C -0.68 0.80 -0.18 -0.2812
N 0.47 -0.01 -0.31 -0.2718
C 1.52 0.36 0.59 -0.0871
C 0.25 -1.35 -0.39 -0.1453
H -0.26 1.81 -0.26 0.1129
H 1.33 0.11 1.66 0.1074
H 1.59 1.42 0.62 0.0725
H 2.46 -0.06 0.28 0.0864
H -0.56 -1.78 -1.03 0.1172
H -0.01 -1.64 0.56 0.0590
H 1.21 -1.80 -0.53 0.0894
```

Output
Maximum force (eV/A): 3.6
HOMO level (eV): -8.9
Total charge: 0
Frontier orbital gap (eV): 9.86

=====

C4H7N3O3S | ωB97M-V/def2-TZVPD

Structure (XYZ):
```
18
Properties=species:S:1:pos:R:3:lowdin_charge:R:1
C -1.35 0.19 -1.57 -0.0426
S -1.64 -0.60 0.15 0.7547
O -2.58 0.22 0.88 -0.3281
O -2.00 -1.96 -0.07 -0.3130
N 0.12 -0.61 1.11 -0.0918
N 0.94 -1.51 0.62 0.0315
C 2.12 -0.87 -0.02 -0.3923
O 2.85 -1.48 -0.81 0.0305
C 1.95 0.54 0.32 0.0448
C 0.70 0.67 0.90 -0.4147
N -0.05 1.73 1.30 0.1287
H -0.93 -0.65 -2.17 0.0902
H -2.22 0.51 -1.89 -0.0019
H -0.61 0.90 -1.46 0.0210
H 0.88 -2.49 0.77 0.1431
H 2.63 1.34 0.00 0.1158
H 0.25 2.59 0.67 0.1792
H -1.03 1.50 1.27 0.0448
```

Output
Maximum force (eV/A): 6.5
HOMO level (eV): -9.0
Total charge: 0
Frontier orbital gap (eV): 8.40

=====

CH5N3 | ωB97M-V/def2-TZVPD

Structure (XYZ):
```
9
Properties=species:S:1:pos:R:3:lowdin_charge:R:1
N -0.71 -0.97 -0.64 -0.0331
C 0.18 -0.08 0.05 -0.9227
N 1.08 -0.26 1.03 -0.0628
N -0.22 1.31 -0.22 -0.0253
H -0.45 -1.87 -0.23 -0.0008
H -1.67 -0.67 -0.38 -0.0162
H 1.41 -0.95 0.23 0.0105
H -0.18 1.64 0.76 0.0201
H 0.54 1.85 -0.61 0.0302
```

Output
Maximum force (eV/A): 4.0
HOMO level (alpha / beta) (eV): 0.9 / -3.5
Expectation value of S²: 0.7526
Total charge: -1
Multiplicity: 2
Frontier orbital gap (alpha / beta) (eV): 4.53 / 8.42

=====

C15H8I2NO5PdS2Se | ωB97M-V/def2-TZVPD

Structure (XYZ):
```
35
Properties=species:S:1:pos:R:3:lowdin_charge:R:1
Pd -0.33 -0.16 0.09 0.8204
I 0.28 0.10 5.24 0.9036
C 1.69 0.02 3.72 -0.6528
C 3.06 0.02 4.04 -0.2357
C 4.02 -0.03 3.06 -0.6827
I 6.03 -0.03 3.64 0.8782
C 3.65 -0.07 1.70 -0.2059
C 4.53 -0.11 0.59 -0.0336
C 4.04 -0.14 -0.68 -0.0200
C 2.65 -0.13 -0.89 -0.0973
N 1.82 -0.10 0.12 0.0037
C 2.27 -0.06 1.40 -0.1356
C 1.25 -0.02 2.40 -0.4236
O 0.00 -0.02 2.06 -0.2612
H 3.35 0.05 5.08 0.0716
H 5.60 -0.12 0.77 0.0611
H 4.70 -0.17 -1.54 0.1100
H 2.21 -0.16 -1.88 0.1107
S -2.63 0.05 0.50 0.7450
C -2.92 1.73 0.20 -0.6876
C -4.24 2.21 0.23 -0.1319
C -4.51 3.55 0.06 -0.1144
C -3.46 4.44 -0.16 -0.1161
C -2.17 3.98 -0.21 -0.1343
C -1.88 2.62 -0.03 -0.6720
S -0.24 2.07 -0.12 0.7086
H -5.05 1.50 0.39 0.0968
H -5.53 3.90 0.09 0.0925
H -3.66 5.50 -0.30 0.0921
H -1.34 4.66 -0.39 0.0961
O -1.23 -3.17 -2.40 -0.4415
Se -0.12 -2.24 -1.72 0.8321
O -0.50 -0.56 -1.86 -0.5656
O -0.21 -2.20 -0.02 -0.5488
O 1.40 -2.48 -2.21 -0.4619
```

Output
Maximum force (eV/A): 1.3
HOMO level (eV): -5.0
Total charge: -1
Frontier orbital gap (eV): 6.42

=====

C64H176N16O16 | ωB97M-V/def2-TZVPD

Structure (XYZ):
```
272
Properties=species:S:1:pos:R:3:lowdin_charge:R:1
C 0.95 5.31 5.72 -0.0486
C 0.40 4.78 4.43 -0.4297
C -1.01 4.07 4.48 -0.1379
O -0.89 2.96 5.41 -0.2111
C -2.16 2.44 5.74 -0.1146
N 0.45 5.89 3.49 0.0253
H 1.64 4.57 6.12 0.0632
H 0.20 5.51 6.48 0.0878
H 1.64 6.12 5.47 0.0741
H 1.13 4.13 3.96 0.0918
H -1.40 3.86 3.48 0.1089
H -1.72 4.83 4.83 0.1145
H -2.81 3.30 5.81 0.0679
H -2.14 2.06 6.76 0.0852
H -2.41 1.72 4.96 0.0852
H 1.34 6.37 3.45 0.0678
H 0.38 5.52 2.56 0.0497
C 4.08 -2.09 5.28 -0.0839
C 4.65 -1.20 6.33 -0.4415
C 5.58 -1.99 7.27 -0.1302
O 5.76 -1.18 8.48 -0.2320
C 4.78 -1.20 9.51 -0.1004
N 5.41 -0.22 5.62 0.0729
H 3.42 -1.59 4.57 0.0777
H 3.46 -2.89 5.70 0.0703
H 4.80 -2.70 4.74 0.0803
H 3.80 -0.92 6.95 0.1124
H 6.60 -2.01 6.88 0.1164
H 5.32 -3.00 7.60 0.1236
H 4.58 -2.21 9.87 0.0843
H 3.82 -0.82 9.16 0.0697
H 5.01 -0.49 10.31 0.0869
H 5.47 0.62 6.18 0.0440
H 6.32 -0.58 5.38 0.0905
C -3.67 -3.25 2.22 -0.0493
C -2.97 -4.27 3.08 -0.3950
C -1.51 -4.55 2.69 -0.2135
O -1.59 -4.99 1.38 -0.1995
C -0.41 -5.48 0.73 -0.0579
N -3.25 -3.90 4.50 0.0595
H -3.20 -3.26 1.24 0.0777
H -3.61 -2.33 2.80 0.0743
H -4.73 -3.47 2.04 0.0656
H -3.48 -5.21 2.91 0.1142
H -1.05 -5.27 3.36 0.1243
H -0.83 -3.71 2.84 0.0940
H -0.49 -5.64 -0.34 0.0964
H -0.13 -6.34 1.34 0.0906
H 0.37 -4.75 0.96 0.0589
H -4.24 -3.68 4.52 0.0083
H -2.88 -2.98 4.65 0.0170
C -7.79 -6.39 4.87 -0.0526
C -7.18 -5.21 4.17 -0.4682
C -6.86 -4.04 5.10 -0.1928
O -6.54 -2.84 4.38 -0.2132
C -6.14 -1.72 5.19 -0.0993
N -6.02 -5.60 3.44 0.0500
H -8.36 -6.92 4.10 0.0852
H -8.47 -5.95 5.61 0.0705
H -7.01 -6.90 5.42 0.0862
H -7.84 -4.84 3.38 0.1440
H -5.96 -4.23 5.67 0.1204
H -7.72 -3.89 5.76 0.1180
H -5.12 -1.90 5.53 0.0632
H -6.77 -1.44 6.03 0.0897
H -5.92 -0.95 4.45 0.0866
H -5.21 -5.76 4.02 0.0656
H -5.76 -4.91 2.74 0.0449
C 0.21 -2.41 5.73 -0.0352
C -0.46 -1.22 6.43 -0.3833
C 0.15 0.21 6.37 -0.1610
O 1.55 0.06 6.75 -0.2270
C 2.18 1.30 6.54 -0.1042
N -1.80 -1.14 5.84 0.0329
H 0.11 -2.32 4.64 0.0544
H -0.13 -3.39 6.04 0.0841
H 1.25 -2.38 6.05 0.0515
H -0.66 -1.49 7.46 0.1389
H -0.27 0.85 7.14 0.1160
H 0.16 0.70 5.40 0.1067
H 2.27 1.34 5.46 0.0910
H 3.15 1.11 7.00 0.0737
H 1.65 2.13 7.03 0.0909
H -2.37 -0.50 6.38 0.0654
H -1.64 -0.69 4.95 0.0306
C 2.67 3.11 2.18 -0.0708
C 3.69 2.87 1.15 -0.4102
C 4.73 1.77 1.42 -0.1815
O 3.99 0.56 1.48 -0.1937
C 4.82 -0.49 1.79 -0.1144
N 3.08 2.56 -0.15 0.0543
H 1.96 3.94 2.06 0.0654
H 3.19 3.24 3.13 0.0540
H 1.96 2.28 2.17 0.0666
H 4.16 3.85 1.02 0.1313
H 5.27 1.93 2.34 0.1065
H 5.48 1.69 0.63 0.1286
H 5.50 -0.48 0.94 0.1000
H 4.30 -1.42 2.01 0.0581
H 5.35 -0.29 2.72 0.0749
H 2.13 2.84 -0.37 0.0185
H 3.23 1.59 -0.36 0.0572
C 5.30 5.10 5.24 -0.0725
C 5.85 3.70 5.03 -0.4084
C 6.67 3.24 6.34 -0.1917
O 7.17 1.96 6.26 -0.2250
C 7.56 1.31 7.50 -0.0631
N 4.69 2.91 4.90 0.0422
H 5.14 5.76 4.39 0.0731
H 6.15 5.63 5.69 0.0669
H 4.45 5.19 5.91 0.0745
H 6.44 3.58 4.13 0.1364
H 6.07 3.41 7.24 0.1245
H 7.59 3.81 6.49 0.1194
H 8.58 1.66 7.67 0.0884
H 7.53 0.24 7.29 0.0640
H 6.95 1.42 8.40 0.0904
H 4.95 1.94 5.03 0.0402
H 4.45 2.88 3.92 0.0225
C 0.88 -5.98 -4.88 -0.0293
C 0.04 -5.55 -6.17 -0.4147
C 0.40 -6.21 -7.52 -0.2073
O 0.11 -7.60 -7.48 -0.2065
C 0.42 -8.30 -8.68 -0.0897
N -1.30 -5.94 -5.88 0.0326
H 0.56 -5.39 -4.02 0.0662
H 1.96 -6.04 -5.01 0.0630
H 0.65 -7.02 -4.68 0.0646
H 0.08 -4.48 -6.34 0.0876
H 1.44 -6.03 -7.82 0.1086
H -0.14 -5.70 -8.31 0.1142
H -0.31 -7.87 -9.37 0.0906
H 0.33 -9.37 -8.51 0.0879
H 1.47 -8.17 -8.95 0.0848
H -1.29 -6.89 -5.55 0.0694
H -1.73 -5.95 -6.80 0.0678
C 0.09 1.92 -8.28 -0.0493
C 1.16 2.62 -7.38 -0.3731
C 0.88 4.14 -7.23 -0.2042
O 2.02 4.66 -6.54 -0.1828
C 1.83 6.04 -6.20 -0.1097
N 1.16 1.94 -6.04 0.0544
H -0.92 1.92 -7.85 0.0608
H 0.59 0.97 -8.45 0.0543
H 0.03 2.34 -9.28 0.0760
H 2.17 2.63 -7.78 0.1297
H -0.01 4.28 -6.62 0.1203
H 0.64 4.61 -8.18 0.1235
H 1.69 6.75 -7.02 0.0812
H 2.69 6.45 -5.68 0.0835
H 0.99 6.24 -5.53 0.0799
H 1.76 1.13 -6.14 0.0437
H 1.71 2.56 -5.45 0.0624
C -0.44 2.92 -2.75 -0.0647
C -0.56 4.16 -1.86 -0.3963
C -2.02 4.57 -1.38 -0.1884
O -2.04 5.81 -0.69 -0.1992
C -3.26 6.21 -0.03 -0.0887
N 0.23 3.90 -0.68 0.0366
H -0.91 2.02 -2.33 0.0468
H 0.58 2.66 -3.04 0.0690
H -0.80 2.94 -3.78 0.0617
H -0.13 4.93 -2.49 0.1327
H -2.22 3.68 -0.78 0.1068
H -2.77 4.66 -2.16 0.1177
H -3.80 5.33 0.33 0.0816
H -3.88 6.83 -0.68 0.0825
H -3.01 6.75 0.88 0.0821
H 0.20 4.77 -0.17 0.0722
H -0.08 3.15 -0.08 0.0482
C -0.32 -0.80 2.28 -0.0266
C -0.61 0.27 1.14 -0.4236
C -1.85 -0.12 0.41 -0.2100
O -1.93 -1.15 -0.56 -0.1652
C -0.80 -1.14 -1.43 -0.1026
N -0.72 1.56 1.76 0.0570
H 0.62 -0.51 2.75 0.0720
H -0.20 -1.79 1.85 0.0690
H -1.07 -0.77 3.06 0.0533
H 0.30 0.39 0.56 0.1309
H -2.27 0.73 -0.12 0.1138
H -2.63 -0.39 1.12 0.1236
H -0.65 -0.26 -2.07 0.0729
H -0.81 -1.89 -2.22 0.0721
H 0.11 -1.31 -0.86 0.0804
H -1.56 1.61 2.31 0.0704
H 0.08 1.68 2.36 0.0503
C -5.83 8.82 2.80 -0.0584
C -6.11 7.44 2.06 -0.3846
C -6.47 6.18 2.90 -0.1797
O -5.33 5.82 3.68 -0.1850
C -5.56 4.57 4.30 -0.1048
N -7.17 7.83 1.12 0.0093
H -5.61 9.76 2.29 0.0671
H -5.00 8.82 3.51 0.0603
H -6.69 9.00 3.46 0.0666
H -5.25 7.29 1.41 0.0915
H -6.67 5.37 2.20 0.1177
H -7.35 6.47 3.49 0.1302
H -5.77 3.81 3.55 0.0884
H -6.38 4.67 5.02 0.0887
H -4.69 4.34 4.91 0.0666
H -6.87 8.33 0.29 0.0708
H -7.53 6.96 0.74 0.0553
C -0.83 -1.92 -5.06 -0.0912
C -0.86 -1.86 -6.51 -0.4355
C -2.20 -1.41 -7.11 -0.1627
O -2.17 -1.07 -8.51 -0.2023
C -2.46 -2.18 -9.37 -0.0755
N 0.22 -0.92 -6.83 0.0614
H -1.64 -2.50 -4.62 0.0898
H -1.09 -0.94 -4.65 0.0804
H 0.11 -2.15 -4.56 0.0834
H -0.65 -2.83 -6.94 0.1105
H -2.42 -0.45 -6.64 0.0905
H -3.06 -2.03 -6.85 0.1382
H -3.52 -2.43 -9.49 0.0850
H -1.87 -3.03 -9.02 0.0786
H -2.14 -1.85 -10.35 0.0877
H -0.29 -0.59 -7.64 0.0369
H 0.26 -0.07 -6.29 0.0428
C 3.42 -3.77 -7.26 -0.0427
C 3.77 -2.34 -6.86 -0.4540
C 3.60 -1.32 -8.00 -0.1796
O 4.33 -1.67 -9.21 -0.1969
C 4.10 -0.84 -10.37 -0.1040
N 2.91 -1.92 -5.81 0.0560
H 2.35 -3.81 -7.05 0.0566
H 3.94 -4.58 -6.75 0.0795
H 3.54 -3.95 -8.33 0.0764
H 4.84 -2.35 -6.65 0.1383
H 3.82 -0.32 -7.62 0.1189
H 2.57 -1.36 -8.34 0.1075
H 3.16 -0.28 -10.40 0.0726
H 3.80 -1.55 -11.15 0.0774
H 4.91 -0.22 -10.75 0.0803
H 3.26 -1.00 -5.57 0.0737
H 1.98 -1.86 -6.22 0.0224
C 4.08 -4.00 1.44 -0.0596
C 3.43 -5.00 0.48 -0.4493
C 3.07 -4.44 -0.83 -0.2308
O 4.03 -3.65 -1.52 -0.1681
C 3.59 -3.19 -2.77 -0.1247
N 4.35 -6.12 0.37 0.0468
H 5.01 -3.57 1.07 0.0840
H 4.07 -4.32 2.48 0.0767
H 3.42 -3.14 1.57 0.0532
H 2.48 -5.28 0.93 0.1190
H 2.17 -3.84 -0.71 0.1146
H 2.74 -5.29 -1.44 0.1214
H 4.46 -2.70 -3.22 0.0886
H 2.72 -2.54 -2.69 0.0731
H 3.21 -3.97 -3.43 0.0679
H 3.82 -6.75 -0.22 0.0639
H 5.23 -5.99 -0.11 0.0803
C -5.39 1.45 -7.17 -0.0821
C -4.59 2.23 -6.13 -0.4230
C -4.70 1.71 -4.67 -0.1594
O -4.33 0.32 -4.53 -0.2163
C -4.13 -0.07 -3.13 -0.0611
N -3.33 2.09 -6.76 0.0174
H -6.39 1.23 -6.78 0.0672
H -5.00 0.48 -7.47 0.0844
H -5.68 2.19 -7.92 0.0821
H -4.84 3.29 -6.18 0.1338
H -5.74 1.91 -4.43 0.1206
H -3.95 2.15 -4.02 0.1110
H -3.78 -1.10 -3.22 0.0849
H -5.08 0.05 -2.59 0.0918
H -3.29 0.43 -2.66 0.0661
H -3.43 2.18 -7.77 0.0754
H -3.01 1.17 -6.50 0.0352
```

Output
Maximum force (eV/A): 3.9
HOMO level (eV): -8.3
Total charge: 0
Frontier orbital gap (eV): 8.50